Entry 1:
A structure of composition C20H24N6PdS2Se at a distorted geometry. Source: the Open Molecules 2025 dataset; level of theory: wB97M-V/def2-TZVPD.

The value obtained for the HOMO-LUMO gap (alpha / beta) is 5.66 / 5.68 eV. For the relative energy (zero: lowest compared OMol25 entry of this formula, charge and spin), the calculation gives 20.1 kcal per mole. As for the net charge: +2.

Last column: natural (NBO) charge in e.
CARTESIAN COORDINATES (ANGSTROEM)
Pd 0.142 0.313 -0.390  0.813
C 4.416 0.564 1.594  -0.694
C 2.965 0.493 1.260  -0.052
S 2.564 0.492 -0.336  0.289
C 1.968 0.442 2.336  -0.146
C 2.392 0.489 3.777  -0.690
S 0.367 0.355 2.017  0.223
H 5.029 0.593 0.697  0.260
H 4.703 -0.304 2.193  0.272
H 4.624 1.455 2.193  0.272
H 3.470 0.500 3.909  0.239
H 1.984 -0.368 4.311  0.274
H 1.979 1.382 4.249  0.274
Se -5.544 5.489 -1.119  1.080
N -5.513 3.728 -1.013  -0.592
C -4.256 3.364 -0.978  0.086
C -3.819 1.980 -0.892  0.010
C -4.715 0.909 -0.854  -0.090
C -4.225 -0.376 -0.784  -0.224
C -2.850 -0.563 -0.734  0.075
N -1.988 0.446 -0.760  -0.444
C -2.450 1.715 -0.840  0.139
C -1.472 2.796 -0.897  0.234
N -0.171 2.455 -0.862  -0.479
C 0.758 3.402 -0.932  0.067
C 0.438 4.751 -1.039  -0.221
C -0.889 5.119 -1.067  -0.082
C -1.872 4.130 -0.998  -0.074
C -3.295 4.427 -1.031  0.096
N -3.785 5.639 -1.108  -0.587
H -5.777 1.114 -0.882  0.265
H -4.887 -1.229 -0.763  0.259
H -2.437 -1.560 -0.681  0.201
H 1.790 3.082 -0.921  0.212
H 1.225 5.488 -1.103  0.256
H -1.194 6.154 -1.146  0.264
C -0.013 -4.284 0.519  -0.638
C 1.289 -3.927 -0.188  0.098
C 1.393 -4.672 -1.524  -0.638
C 2.484 -4.256 0.698  -0.609
N 1.360 -2.456 -0.381  -0.487
N 0.250 -1.869 -1.076  -0.652
H 0.028 -5.324 0.841  0.254
H -0.883 -4.205 -0.139  0.195
H -0.167 -3.667 1.407  0.220
H 1.415 -5.750 -1.363  0.243
H 2.310 -4.399 -2.050  0.218
H 0.536 -4.458 -2.168  0.203
H 2.562 -5.331 0.849  0.239
H 2.384 -3.774 1.671  0.216
H 3.414 -3.922 0.230  0.212
H 2.209 -2.213 -0.875  0.362
H -0.571 -2.377 -0.768  0.390
H 0.324 -1.982 -2.087  0.386

Entry 2:
A cluster of 2 separate species, C4H15N3O in total at a distorted geometry. Source: the Open Molecules 2025 dataset; level of theory: wB97M-V/def2-TZVPD.

The value obtained for the HOMO-LUMO gap is 12.18 eV. For the relative energy (zero: lowest compared OMol25 entry of this formula, charge and spin), the calculation gives 5.6 kcal per mole. As for the net charge: +2.

Last column: natural (NBO) charge in e.
CARTESIAN COORDINATES (ANGSTROEM)
C 1.421 -0.798 -1.757  -0.232
C 0.046 -0.134 -1.837  -0.433
C -0.953 -0.559 -0.742  -0.264
N -2.826 -0.468 1.447  -0.683
C -1.842 0.371 1.338  0.410
N -0.879 0.288 0.446  -0.537
N 2.147 -0.639 -0.442  -0.689
H 1.264 -1.862 -1.947  0.240
H 2.131 -0.498 -2.527  0.257
H 0.070 0.954 -1.876  0.236
H -0.312 -0.487 -2.795  0.278
H -0.758 -1.584 -0.484  0.212
H -1.930 -0.582 -1.213  0.245
H -3.588 -0.325 2.091  0.458
H -2.957 -1.218 0.785  0.430
H -1.821 1.215 1.959  0.239
H -0.217 1.054 0.422  0.444
H 1.776 -1.217 0.314  0.436
H 2.154 0.325 -0.104  0.468
H 3.105 -0.958 -0.612  0.458
H 2.338 2.527 1.182  0.517
H 1.947 1.548 2.228  0.509
O 1.911 1.656 1.261  -0.999

Entry 3:
A cluster of 14 separate species, C34H60Br2Cl26F7NO15S3 in total at a distorted geometry. Source: the Open Molecules 2025 dataset; level of theory: wB97M-V/def2-TZVPD.

The value obtained for the HOMO-LUMO gap is 8.04 eV. As for the net charge: 0.

Last column: Mulliken charge in e.
CARTESIAN COORDINATES (ANGSTROEM)
C -1.066 -5.402 2.392  -0.751
C -2.318 -5.234 1.483  -0.087
O -2.220 -4.221 0.507  -0.258
C -2.813 -2.947 0.836  -0.072
O -2.785 -2.735 2.185  -0.554
C -4.272 -3.130 0.302  0.273
C -5.304 -3.689 1.325  -1.151
C -6.022 -4.930 0.719  -0.890
S -7.200 -4.407 -0.555  1.270
O -8.069 -5.488 -0.945  -0.675
O -7.999 -3.325 -0.075  -0.629
O -6.426 -3.853 -1.858  -0.443
O -2.175 -2.031 -0.031  -0.422
C -1.569 -0.843 0.313  -0.072
C -0.428 -0.829 1.345  -0.259
C 0.500 -2.068 1.526  -1.990
O 0.387 -3.173 0.665  -0.458
C -2.611 0.376 0.552  0.350
O -3.661 0.058 -0.269  0.530
C -4.419 1.013 -0.973  -0.504
C -5.821 0.507 -1.408  -0.110
C -6.805 1.720 -1.491  -1.237
C -7.812 1.782 -0.295  -0.653
C -7.750 3.141 0.458  -1.029
S -7.913 2.997 2.246  1.184
O -6.951 3.895 2.815  -0.664
O -7.784 1.658 2.720  -0.553
O -9.374 3.549 2.689  -0.512
O -1.772 1.503 0.373  -0.131
N -2.225 2.741 -0.115  0.177
O -1.732 3.037 -1.116  -0.276
C -3.180 0.422 2.047  -0.974
Br -5.028 -0.301 2.187  0.112
C -3.255 1.888 2.637  0.178
C -1.879 2.346 3.218  -0.769
Br -4.450 1.798 4.231  -0.152
S -0.780 -0.453 -1.377  1.745
O -0.517 -1.672 -2.106  -0.731
O -1.678 0.271 -2.235  -0.779
C 0.794 0.511 -1.395  0.334
F 0.839 1.047 -2.620  -0.285
F 0.860 1.606 -0.602  -0.288
C 2.162 -0.258 -1.242  0.817
F 2.849 -0.203 -2.398  -0.288
F 2.062 -1.559 -0.956  -0.191
C 3.150 0.365 -0.193  0.236
F 2.685 0.386 1.040  -0.109
F 3.639 1.524 -0.580  -0.190
F 4.204 -0.466 -0.178  -0.267
H -1.276 -6.050 3.255  0.417
H -0.630 -4.451 2.719  -0.017
H -0.288 -5.909 1.806  0.032
H -3.198 -5.242 2.138  -0.007
H -2.367 -6.190 0.931  0.634
H -1.893 -2.818 2.557  0.431
H -4.684 -2.207 -0.118  -0.530
H -4.239 -3.835 -0.536  0.524
H -6.105 -2.946 1.433  0.602
H -4.932 -3.921 2.325  0.623
H -5.317 -5.600 0.205  0.463
H -6.570 -5.539 1.478  0.293
H -6.049 -4.591 -2.369  0.349
H 0.227 0.030 1.121  1.044
H -0.752 -0.561 2.362  0.180
H 0.416 -2.456 2.545  0.715
H 1.542 -1.719 1.476  0.086
H 0.085 -2.958 -0.231  0.249
H -4.592 1.910 -0.343  0.345
H -3.930 1.403 -1.883  0.208
H -6.193 -0.156 -0.618  -0.197
H -5.766 0.018 -2.387  0.476
H -6.237 2.663 -1.509  0.559
H -7.391 1.593 -2.407  0.457
H -7.747 0.918 0.376  0.601
H -8.817 1.743 -0.742  0.417
H -8.519 3.844 0.110  0.486
H -6.779 3.612 0.268  0.441
H -9.305 3.589 3.660  0.407
H -2.645 -0.167 2.790  0.568
H -3.702 2.617 1.959  0.452
H -1.139 1.537 3.128  0.052
H -1.517 3.166 2.581  0.206
H -1.962 2.690 4.248  0.488
C 4.976 4.242 -1.597  0.490
Cl 6.043 4.773 -0.292  -0.080
Cl 4.250 5.612 -2.445  -0.167
H 5.551 3.654 -2.304  -0.106
H 4.187 3.640 -1.166  -0.105
C 0.157 -6.163 -1.592  0.744
Cl -1.099 -6.691 -2.719  -0.184
Cl 0.264 -7.238 -0.193  -0.178
H 1.112 -6.162 -2.107  0.374
H -0.082 -5.163 -1.244  -0.789
C 7.885 6.562 2.361  0.244
Cl 6.266 7.083 2.829  -0.152
Cl 8.899 6.259 3.779  -0.178
H 7.804 5.644 1.788  0.080
H 8.345 7.335 1.757  0.007
C -10.368 -4.037 -3.470  0.067
Cl -11.086 -2.438 -3.232  -0.166
Cl -11.558 -5.193 -4.082  -0.174
H -9.559 -3.954 -4.188  0.238
H -9.986 -4.396 -2.520  0.021
C 3.706 -2.408 4.181  -0.169
Cl 3.504 -4.080 4.716  -0.180
Cl 2.140 -1.604 3.972  -0.006
H 4.280 -1.869 4.925  0.190
H 4.230 -2.403 3.233  0.213
C 3.636 -1.324 -5.532  0.201
Cl 4.307 -2.928 -5.859  -0.150
Cl 4.630 -0.048 -6.242  -0.125
H 2.639 -1.268 -5.955  0.343
H 3.593 -1.176 -4.460  -0.244
C 5.778 7.206 -5.664  0.709
Cl 6.951 8.324 -4.952  -0.168
Cl 4.900 7.952 -7.005  -0.180
H 6.313 6.338 -6.035  -0.274
H 5.067 6.911 -4.901  -0.073
C 6.617 0.694 4.566  -0.415
Cl 5.349 0.101 3.482  -0.020
Cl 6.692 -0.259 6.051  -0.173
H 7.572 0.627 4.057  0.303
H 6.403 1.727 4.821  0.306
C 10.832 3.462 5.414  0.057
Cl 9.598 2.417 6.133  -0.123
Cl 12.134 2.514 4.684  -0.161
H 10.370 4.072 4.646  -0.075
H 11.251 4.094 6.189  0.309
C 9.350 5.375 -5.395  -0.138
Cl 8.150 4.917 -6.611  -0.193
Cl 9.190 4.403 -3.928  -0.106
H 10.341 5.224 -5.808  0.348
H 9.208 6.420 -5.140  0.091
C 8.086 0.002 -3.593  -0.485
Cl 7.442 1.642 -3.420  -0.050
Cl 6.899 -1.097 -4.299  -0.086
H 8.956 0.038 -4.241  0.333
H 8.369 -0.366 -2.613  0.289
C -7.634 -8.307 1.822  -0.249
Cl -6.077 -7.485 2.043  -0.089
Cl -7.667 -9.866 2.649  -0.163
H -8.419 -7.677 2.227  0.277
H -7.794 -8.466 0.762  0.291
C 10.686 6.630 -1.248  -0.054
Cl 10.988 7.330 -2.839  -0.155
Cl 10.064 7.835 -0.113  -0.188
H 9.956 5.834 -1.348  0.057
H 11.618 6.233 -0.859  0.331

The evaluated E for the records listed, in turn: -4430.19820 -400.34456 -21521.15398 hartree.